Version i
Entry from the OMol25 dataset: a cluster of 2 separate species, C4H15N2O2 in total (wB97M-V/def2-TZVPD).

Values from the calculation:
Orbital gap: 0.414 hartree
Net charge: +1
Highest occupied orbital energy: -14.13 eV
LUMO level: -2.86 eV

Positions of all 23 atoms, in Å:
C 0.7228 2.0514 1.0817
N 0.3629 0.6172 1.1488
C -0.5598 0.2588 2.2821
O -1.2759 -0.9745 2.0890
H -0.1480 2.6226 0.7506
H 1.5073 2.1494 0.3355
H 1.0716 2.4644 2.0401
H 1.1316 -0.0212 1.1357
H -0.0042 0.2111 3.1954
H -1.3016 1.0692 2.3554
H -0.9524 -1.5705 2.7783
C 0.7153 -0.3116 -2.2548
O 1.5315 -1.0122 -3.1990
C -0.2422 -1.2614 -1.5151
N -1.2032 -0.5003 -0.6489
H 0.1446 0.3945 -2.9042
H 1.2755 0.2090 -1.5121
H 2.0106 -1.6628 -2.7243
H -0.8420 -1.7614 -2.2665
H 0.2670 -2.0344 -0.9805
H -1.8251 0.1183 -1.1206
H -0.5872 0.0590 0.0702
H -1.7990 -1.1147 -0.1368


Version ii
Entry from the OMol25 dataset: a cluster of 3 separate species, C4H15N2O2 in total (wB97M-V/def2-TZVPD).

Values from the calculation:
Orbital gap: 0.433 hartree
Net charge: +1
Highest occupied orbital energy: -14.43 eV
LUMO level: -2.63 eV

Positions of all 23 atoms, in Å:
C 2.9226 -1.2109 1.3639
C 2.1457 -1.4673 0.0548
C 0.9495 -0.5676 -0.2124
N -0.5609 1.9999 -0.8110
C 0.7379 1.8569 -0.8475
N 1.4185 0.7833 -0.5364
H 3.7373 -0.5059 1.2067
H 3.3335 -2.1144 1.8007
H 2.1479 -0.8262 2.0303
H 2.7562 -1.6390 -0.8372
H 1.6759 -2.4612 0.1348
H 0.4892 -0.9553 -1.1247
H 0.2217 -0.5676 0.5981
H -0.9901 2.8709 -1.0381
H -1.1926 1.1513 -0.6768
H 1.2201 2.6524 -1.4185
H 2.4097 0.7839 -0.7170
H -4.0105 -1.7771 1.1912
H -4.4337 -0.2844 1.3921
O -3.7134 -0.8941 1.4483
H -2.6967 -0.3694 -1.5340
H -2.7033 -0.4098 0.0630
O -2.3050 -0.0094 -0.7530


Version iii
Entry from the OMol25 dataset: a cluster of 2 separate species, C4H15N2O2 in total (wB97M-V/def2-TZVPD).

Values from the calculation:
Orbital gap: 0.396 hartree
Net charge: +1
Highest occupied orbital energy: -13.73 eV
LUMO level: -2.94 eV

Positions of all 23 atoms, in Å:
N -0.6818 1.6179 -0.0801
C -0.4248 0.1567 -0.2277
C 1.0238 -0.1185 0.1915
C 1.3076 -1.5578 0.5085
O 2.0865 -2.1465 -0.5840
C -0.8418 -0.3097 -1.6150
N -2.1550 0.2865 -1.9059
H -1.5748 1.8262 -0.5509
H -0.7304 1.8240 0.9230
H 0.0647 2.2063 -0.4539
H -1.0980 -0.3302 0.4814
H 1.6878 0.2087 -0.6151
H 1.1777 0.5821 1.0110
H 1.9248 -1.6933 1.3953
H 0.4628 -2.2456 0.5090
H 2.9488 -2.4177 -0.2678
H -0.8514 -1.3993 -1.6295
H -0.1394 0.0333 -2.3740
H -2.9374 -0.3335 -1.7473
H -2.2196 0.6001 -2.8645
H -0.2011 1.5558 3.6590
H 0.8350 0.4559 3.2931
O 0.3360 1.1986 2.9440


Version iv
Entry from the OMol25 dataset: a cluster of 3 separate species, C4H15N2O2 in total (wB97M-V/def2-TZVPD).

Values from the calculation:
Orbital gap: 0.354 hartree
Net charge: +1
Highest occupied orbital energy: -12.82 eV
LUMO level: -3.19 eV

Positions of all 23 atoms, in Å:
C -1.4042 0.4718 -0.5085
C -0.2158 1.0217 -1.2085
C 1.1577 0.4657 -0.8177
C 1.7402 0.7235 0.3466
N 1.8427 0.0421 -1.9835
N -1.3212 -1.0401 -0.6187
H -1.4772 0.5992 0.5633
H -2.3847 0.8802 -0.9474
H -0.3809 0.8332 -2.3007
H 0.0715 2.1132 -1.1866
H 2.7574 0.4207 0.5381
H 1.0924 1.2444 1.0488
H 2.0336 -0.9129 -1.9726
H 2.6542 0.4846 -2.3381
H -1.0258 -1.2560 -1.5325
H -0.6196 -1.4927 -0.0377
H -2.3150 -1.5605 -0.5780
H -0.2680 -3.0164 2.0805
H 0.4222 -3.8219 0.9291
O -0.0565 -3.0134 1.1898
H -1.0225 1.8941 3.6798
H -0.2177 2.7234 2.8378
O -1.0631 2.1961 2.8168


Most stable structure: version ii


Version i
Entry from the OMol25 dataset: a cluster of 3 separate species, C4H15N2O2 in total (wB97M-V/def2-TZVPD).

Values from the calculation:
Orbital gap: 0.334 hartree
Net charge: +1
Highest occupied orbital energy: -12.12 eV
LUMO level: -3.02 eV

Positions of all 23 atoms, in Å:
C -1.8988 -1.6404 1.2995
C -1.6877 -0.3473 0.4559
C -0.3521 -0.1857 -0.2266
C -0.0453 -1.0554 -1.1874
N 1.0947 -1.1859 -1.9512
N 0.5406 0.8560 0.3471
H -1.2037 -2.4809 1.1162
H -2.9149 -2.0462 1.2404
H -1.7036 -1.3312 2.3343
H -2.6330 -0.2214 -0.1392
H -1.8705 0.5858 1.0043
H -0.8244 -1.8980 -1.3570
H 1.7293 -0.4042 -2.0053
H 1.0419 -1.8374 -2.7214
H 1.3870 0.3318 0.5827
H 0.6184 1.5403 -0.3926
H 0.1479 1.1992 1.2111
H 0.7125 1.8471 -3.5450
H 1.2502 2.9449 -2.5170
O 0.6617 2.1859 -2.6350
H 1.9090 1.8765 3.0709
H 2.2692 0.2892 3.2437
O 1.7717 0.9773 2.7716


Version ii
Entry from the OMol25 dataset: a cluster of 3 separate species, C4H15N2O2 in total (wB97M-V/def2-TZVPD).

Values from the calculation:
Orbital gap: 0.393 hartree
Net charge: +1
Highest occupied orbital energy: -13.64 eV
LUMO level: -2.95 eV

Positions of all 23 atoms, in Å:
C 0.0673 1.7392 0.3277
C -0.7164 0.8590 1.2276
C -0.8575 -0.4807 0.6200
C -1.8528 -1.3073 0.3686
N 0.4187 -1.1824 0.6457
N 1.4234 1.0584 0.1941
H -0.4417 1.6690 -0.7652
H 0.1455 2.8182 0.4268
H -1.7259 1.4916 1.2850
H -0.4378 0.7249 2.2991
H -2.7223 -0.9529 -0.0495
H -1.8124 -2.4137 0.2263
H 0.9781 -0.9212 1.5691
H 0.9361 -0.6783 -0.0251
H 0.3022 -2.2174 0.5898
H 2.0783 1.3327 0.8824
H 1.9076 1.1053 -0.6696
H 0.0203 -3.8959 -1.2482
H 1.1489 -4.5901 -0.6602
O 0.5841 -3.7509 -0.6323
H 0.6679 3.6888 -1.9598
H 0.0103 2.6376 -2.6265
O -0.1220 3.2661 -2.0258


Most stable structure: version i


Version i
Entry from the OMol25 dataset: the molecule C8H8N2O (wB97M-V/def2-TZVPD).

Values from the calculation:
Orbital gap: 0.321 hartree
Net charge: 0
Highest occupied orbital energy: -8.21 eV
SMILES: COc1ccc2c[nH]nc2c1
LUMO level: 0.51 eV

Positions of all 19 atoms, in Å:
C 1.3772 2.2952 -2.0139
O 0.9499 0.9912 -2.2062
C 0.4613 0.3270 -0.9861
C 1.2598 0.3092 0.0964
C 0.8411 -0.2658 1.2965
C -0.3911 -1.0643 1.2223
C -1.1606 -1.7271 2.1724
N -2.2325 -2.1263 1.4950
N -2.2992 -1.6868 0.2201
C -1.1389 -0.9838 0.1079
C -0.6576 -0.3207 -1.0479
H 1.4130 2.9868 -3.0873
H 2.3950 2.5166 -1.5030
H 0.5836 2.9238 -1.4076
H 2.3177 0.8965 0.0108
H 1.6497 -0.1944 2.2217
H -0.8407 -2.0727 3.2578
H -3.1845 -2.6241 2.0921
H -1.3431 -0.1803 -1.9409


Version ii
Entry from the OMol25 dataset: the molecule C8H8N2O (wB97M-V/def2-TZVPD).

Values from the calculation:
Orbital gap: 0.322 hartree
Net charge: 0
Highest occupied orbital energy: -7.93 eV
SMILES: CNc1nc2ccccc2o1
LUMO level: 0.84 eV

Positions of all 19 atoms, in Å:
C 3.3350 -0.4212 -0.0230
N 2.3309 0.6195 -0.0037
C 1.0021 0.1891 0.1559
N 0.3264 -0.9609 0.3568
C -0.9527 -0.5094 0.2679
C -2.0643 -1.3370 0.4096
C -3.2778 -0.7208 0.2738
C -3.4318 0.6482 0.0629
C -2.3063 1.4309 -0.0587
C -1.0740 0.8350 -0.0851
O 0.1886 1.3464 -0.2400
H 2.7558 -1.2830 0.2225
H 4.1850 -0.1983 0.6185
H 3.6215 -0.4900 -1.0935
H 2.5591 1.5994 0.0477
H -1.8709 -2.4020 0.5302
H -4.2204 -1.2422 0.2194
H -4.3562 1.2547 -0.0170
H -2.2546 2.4419 -0.6526


Version iii
Entry from the OMol25 dataset: the molecule C8H8N2O (wB97M-V/def2-TZVPD).

Values from the calculation:
Orbital gap (alpha / beta): 0.322 / 0.322 hartree
Net charge: 0
Highest occupied orbital energy (alpha / beta): -8.80 / -8.80 eV
LUMO level (alpha / beta): -0.04 / -0.04 eV

Positions of all 19 atoms, in Å:
C -0.2871 2.0465 -0.0981
C -1.5778 1.9250 0.1256
C 0.6454 0.8987 -0.0221
C 1.9423 1.0741 -0.0277
C -2.8113 -0.1836 -0.3991
C 0.0477 -0.5567 0.1238
C 1.0207 -1.3770 1.1130
C -0.1004 -1.3743 -1.1907
N -2.0004 0.5870 0.1530
N -1.1960 -0.3890 0.8573
O 3.0879 0.9966 0.0343
H 0.1153 3.0856 -0.1208
H -2.3448 2.5490 0.2634
H 1.9857 -1.5596 0.6605
H 0.4723 -2.3636 1.2316
H 1.1068 -0.6784 1.9204
H -0.5000 -2.3116 -0.9911
H 1.0131 -1.4314 -1.5550
H -0.6194 -0.9373 -2.0784


Most stable structure: version ii


Version i
Entry from the OMol25 dataset: the molecule C3H6O2 (wB97M-V/def2-TZVPD).

Values from the calculation:
Orbital gap: 0.420 hartree
Net charge: 0
Highest occupied orbital energy: -10.40 eV
SMILES: OC[C@H]1CO1
LUMO level: 1.03 eV

Positions of all 11 atoms, in Å:
O -1.7040 0.6052 -1.1569
C -0.9941 0.5312 0.0642
C 0.3921 0.0160 -0.1976
C 1.2150 -0.7274 0.7567
O 0.5648 -1.3854 -0.3202
H -1.0364 0.6277 -1.8589
H -0.9324 1.5236 0.5396
H -1.5269 -0.1415 0.7460
H 0.8864 0.5876 -1.0025
H 0.8359 -0.9831 1.7473
H 2.2995 -0.6540 0.6823


Version ii
Entry from the OMol25 dataset: the molecule C3H6O2 (wB97M-V/def2-TZVPD).

Values from the calculation:
Orbital gap: 0.395 hartree
Net charge: 0
Highest occupied orbital energy: -9.75 eV
SMILES: C1COCO1
LUMO level: 1.00 eV

Positions of all 11 atoms, in Å:
C 0.3951 -0.7114 0.6771
C 0.5938 0.7046 0.5597
O 0.1081 0.8760 -0.7580
C -0.8601 -0.0786 -1.1443
O -0.4261 -1.1795 -0.3415
H 1.3950 -1.0165 0.6206
H -0.0442 -1.0815 1.6089
H 1.5585 1.2683 0.7871
H 0.0147 1.0432 1.2982
H -0.8578 0.0526 -2.2951
H -1.8770 0.1229 -1.0127


Most stable structure: version i